17
Properties=species:S:1:pos:R:3:mulliken_charge:R:1 method="wB97M-V/def2-TZVPD" max_force_ev_per_a=1.554 homo_energy_ev=-9.04 total_energy_ev=-7418.0525 orbital_gap_ev=10.2 relative_energy_kj_mol=287.7 smiles=C1[C@@H]2C[C@@H]3[C@H]1C[C@H]23
C 0.014 0.944 -1.013 -0.79
C -0.955 -0.200 -0.664 -0.27
C -1.488 0.193 0.718 -0.66
C -0.053 0.148 1.191 -0.55
C 0.977 0.659 0.139 -0.24
C 1.481 -0.758 -0.159 -0.69
C 0.045 -1.198 -0.006 -0.51
H 0.499 0.848 -1.990 0.35
H -0.465 1.924 -0.927 0.35
H -1.675 -0.525 -1.417 0.43
H -2.128 1.074 0.852 0.33
H -1.970 -0.669 1.196 0.31
H 0.151 0.546 2.208 0.43
H 1.718 1.411 0.414 0.45
H 2.059 -0.937 -1.076 0.32
H 2.011 -1.198 0.693 0.31
H -0.223 -2.262 -0.160 0.42

24
Properties=species:S:1:pos:R:3:mulliken_charge:R:1 method="wB97M-V/def2-TZVPD" max_force_ev_per_a=4.577 homo_energy_ev="-8.11 / -8.11" total_energy_ev=-22170.7197 orbital_gap_ev="7.6 / 7.6" relative_energy_kj_mol=439.5
C -1.428 1.122 -0.976 0.62
C -2.581 0.853 -0.280 0.32
C -0.922 -1.044 -1.498 -0.49
C -0.988 2.568 -1.231 -1.16
C 1.321 0.531 1.669 -1.11
C 0.851 -0.883 1.538 -0.14
C 1.635 -1.690 0.547 -0.90
C 1.354 -1.551 -1.042 -0.25
N -3.509 0.427 0.402 -0.62
O -0.456 0.206 -1.113 -0.04
O 0.064 -1.910 -1.440 -0.11
I -5.376 -0.153 -0.163 0.15
H -0.651 2.602 -2.271 0.30
H -1.866 3.121 -0.906 0.38
H -0.096 2.692 -0.669 0.28
H 1.002 0.888 2.536 0.47
H 2.348 0.616 1.719 0.42
H 0.887 1.083 0.869 -0.03
H 0.991 -1.461 2.546 0.31
H -0.202 -1.072 1.333 0.22
H 2.664 -1.578 0.667 0.44
H 1.391 -2.708 0.710 0.34
H 1.473 -0.466 -1.347 0.25
H 2.093 -2.195 -1.600 0.33

102
Properties=species:S:1:pos:R:3:mulliken_charge:R:1 method="wB97M-V/def2-TZVPD" max_force_ev_per_a=1.878 charge=+1 homo_energy_ev="-9.19 / -9.19" spin_multiplicity=2 total_energy_ev=-131430.3526 orbital_gap_ev="5.0 / 3.7" relative_energy_kj_mol=174.7
Ti -1.487 -0.070 1.623 -0.28
C -0.692 0.515 7.331 -0.82
N -0.237 0.421 5.946 0.18
C 1.049 0.581 5.505 -0.69
C 1.013 0.445 4.148 -1.07
N -0.274 0.210 3.755 1.11
C -1.006 0.200 4.856 -0.29
P -2.790 -0.151 4.900 -0.45
C -3.200 1.191 3.727 0.23
N -2.452 1.598 2.702 0.78
C -3.043 2.731 2.216 -0.61
C -4.136 3.026 2.970 -0.89
N -4.221 2.052 3.927 0.15
C -5.268 1.942 4.943 -0.83
C -2.693 -1.589 3.767 0.02
N -1.778 -1.719 2.803 1.23
C -1.736 -3.036 2.437 -0.62
C -2.615 -3.720 3.216 -0.65
N -3.201 -2.804 4.049 0.18
C -4.311 -3.078 4.966 -0.84
H 0.158 0.745 7.966 0.34
H -1.429 1.308 7.437 0.33
H -1.132 -0.425 7.656 0.33
H 1.870 0.769 6.176 0.48
H 1.826 0.509 3.444 0.62
H -2.660 3.263 1.363 0.54
H -4.845 3.832 2.898 0.44
H -6.024 2.696 4.749 0.34
H -5.733 0.960 4.899 0.32
H -4.858 2.098 5.939 0.33
H -1.096 -3.387 1.644 0.50
H -2.901 -4.758 3.207 0.47
H -4.673 -4.084 4.781 0.35
H -3.988 -2.996 6.001 0.32
H -5.123 -2.380 4.780 0.34
I 0.482 3.360 2.361 0.19
C 0.321 3.722 0.313 0.17
C 1.012 4.815 -0.153 -0.72
C 0.989 5.140 -1.514 -0.84
C 0.287 4.348 -2.382 -0.85
C -0.448 3.241 -1.926 1.12
C -1.201 2.467 -2.858 -0.78
C -2.014 1.455 -2.458 -1.22
C -2.106 1.159 -1.079 0.00
C -1.260 1.772 -0.192 -0.52
C -0.461 2.904 -0.533 1.03
H 1.572 5.425 0.543 0.48
H 1.528 6.009 -1.868 0.44
H 0.277 4.566 -3.443 0.45
H -1.146 2.736 -3.906 0.45
H -2.618 0.880 -3.148 0.44
H -2.831 0.417 -0.806 0.57
F -3.216 -0.189 1.232 -0.26
Sb -3.374 -3.020 -2.927 1.55
F -4.509 -1.492 -2.704 -0.60
F -4.509 -3.932 -1.569 -0.67
F -1.240 -1.246 0.305 -0.54
F -4.598 -3.587 -4.310 -0.60
F -1.910 -1.369 -3.115 -0.53
C 5.311 0.898 -2.655 -1.95
C 3.930 0.553 -2.068 2.16
C 3.914 1.138 -0.637 -1.42
C 2.871 1.303 -2.895 -1.73
C 3.737 -1.023 -2.061 1.67
O 4.481 -1.597 -0.984 -0.66
C 4.266 -1.713 -3.350 -1.86
C 3.668 -1.413 -4.743 -1.24
C 2.261 -1.900 -5.040 0.07
C 1.237 -1.009 -5.365 0.00
C -0.066 -1.458 -5.597 -0.77
C -0.330 -2.818 -5.520 0.56
Cl -1.953 -3.403 -5.721 -0.17
C 0.682 -3.718 -5.245 -0.94
C 1.964 -3.258 -5.007 -0.13
C 2.319 -1.521 -1.801 -2.48
N 1.816 -1.177 -0.465 1.84
C 1.103 -0.122 -0.153 -1.04
N 0.776 -0.131 1.137 0.89
C 1.329 -1.322 1.562 -0.72
N 1.950 -1.985 0.620 -1.20
H 5.456 1.980 -2.614 0.57
H 5.408 0.598 -3.697 0.34
H 6.123 0.441 -2.081 0.39
H 4.527 2.041 -0.613 0.52
H 4.318 0.439 0.094 0.34
H 2.913 1.433 -0.315 0.14
H 2.918 2.365 -2.642 0.50
H 1.851 0.963 -2.700 0.06
H 3.046 1.223 -3.964 0.38
H 5.422 -1.492 -1.163 0.60
H 4.217 -2.788 -3.156 0.64
H 5.324 -1.463 -3.412 0.53
H 4.334 -1.890 -5.467 0.55
H 3.722 -0.345 -4.935 0.41
H 1.450 0.053 -5.423 0.36
H -0.866 -0.765 -5.814 0.33
H 0.460 -4.777 -5.215 0.44
H 2.753 -3.976 -4.809 0.42
H 2.353 -2.606 -1.844 0.54
H 1.597 -1.173 -2.537 0.71
H 0.805 0.626 -0.868 -0.07
H 1.265 -1.691 2.573 0.77